(1)
Computed, not measured: a molecular structure, C40H40MgNOSi at a distorted geometry, with wB97M-V/def2-TZVPD.

```
84
C40H40MgNOSi wB97M-V/def2-TZVPD
C -1.36282 -2.12260 -0.14429
C -0.47153 -2.51070 -1.17526
C 0.84006 -2.52783 -0.63456
H -0.74415 -2.86584 -2.16330
C 0.76572 -2.10692 0.72054
C -0.59730 -1.85652 1.02193
H 1.58705 -2.12501 1.43668
C -0.94840 1.51074 -1.90406
C -1.08606 0.28965 -2.62056
C 0.21687 -0.14223 -2.99557
H -2.01660 -0.20541 -2.89589
C 1.15945 0.77754 -2.45162
C 0.43600 1.77874 -1.73533
H 1.71540 -2.96148 -1.10874
H -0.99760 -1.62621 2.00644
H -2.44634 -2.13066 -0.19003
H 0.89384 2.65533 -1.27307
H 0.47075 -0.94447 -3.68827
H -1.75287 2.17891 -1.60789
Mg -0.03187 -0.30334 -0.68707
C 2.64978 0.77939 -2.66094
C 3.11578 2.19954 -2.99978
C 3.04489 -0.17671 -3.79090
H 2.60170 2.55169 -3.90173
H 4.19205 2.19375 -3.18030
H 2.90565 2.89965 -2.18671
H 2.56294 0.13173 -4.72595
H 2.75343 -1.21059 -3.56678
H 4.13041 -0.14114 -3.92718
C 3.26770 0.26610 -1.33030
C 4.79438 0.25078 -1.25341
H 2.88830 -0.75659 -1.15325
H 2.91751 0.87710 -0.47817
O 5.54520 0.90387 -1.97973
N 5.32538 -0.56463 -0.29121
C 4.61515 -1.45464 0.62201
H 6.32294 -0.45416 -0.15647
C 4.37124 -2.82221 0.01363
C 3.79512 -3.82304 0.80459
H 3.55500 -3.59152 1.84724
C 3.54469 -5.08818 0.26705
H 3.07548 -5.85417 0.88882
C 3.90796 -5.37685 -1.05742
H 3.73585 -6.37515 -1.47075
C 4.50662 -4.38544 -1.84406
H 4.80711 -4.58897 -2.87502
C 4.74544 -3.11184 -1.30577
H 5.25276 -2.35056 -1.90556
H 3.65618 -1.00463 0.93454
H 5.22679 -1.56771 1.52870
C -1.76724 1.86011 5.96470
C -1.62551 0.56728 5.44698
C -1.72617 0.33656 4.06741
C -2.02007 1.40655 3.19295
C -2.07179 2.71503 3.71681
C -1.97616 2.93285 5.09277
Si -2.30134 1.18964 1.37347
C -3.71239 0.03324 1.01533
C -4.19675 -0.12041 -0.30467
C -5.32523 -0.90996 -0.55024
C -5.96661 -1.56353 0.50824
C -5.46850 -1.44824 1.80938
C -4.33917 -0.66178 2.06475
C -2.79054 2.83117 0.66713
C -4.13969 3.07690 0.34997
C -4.53307 4.32213 -0.14840
C -3.59432 5.34526 -0.30140
C -2.25125 5.11392 0.02113
C -1.84153 3.86156 0.49456
H -1.71179 2.03342 7.04148
H -1.43933 -0.26917 6.12476
H -1.56106 -0.66715 3.67024
H -2.17665 3.56445 3.04094
H -2.06521 3.94675 5.47841
H -3.69685 0.39353 -1.13215
H -5.70588 -0.99673 -1.56944
H -6.86076 -2.15733 0.31798
H -5.95589 -1.96190 2.63921
H -3.94253 -0.57184 3.07762
H -4.88255 2.29031 0.48829
H -5.58028 4.48058 -0.40747
H -3.91153 6.32481 -0.66335
H -1.51502 5.91115 -0.09366
H -0.79036 3.67426 0.73101
```

Properties
Charge: -1
F_max in eV Å⁻¹: 3.0
HOMO in Eh: -0.091
Gap between HOMO and LUMO in Ha: 0.18189

=====

(2)
Computed, not measured: a molecular structure, C40H41BiN12O3S, with wB97M-V/def2-TZVPD.

```
98
C40H41BiN12O3S wB97M-V/def2-TZVPD
Bi -0.32342 0.00483 -0.00224
O -0.97099 1.76066 -1.08896
C -0.23405 2.68479 -1.69015
C -0.77255 3.98667 -1.72171
C -0.08824 5.04933 -2.27115
C 1.16234 4.85315 -2.86640
C 1.68147 3.57816 -2.89657
C 1.02473 2.48477 -2.31079
C 1.63319 1.17183 -2.49135
N 1.25401 0.13629 -1.86311
N 1.78959 -1.08433 -2.21538
C 0.87226 -2.02321 -2.07271
O -0.33031 -1.84940 -1.67989
C 1.29043 -3.41674 -2.44200
C 0.40808 -4.46333 -2.19696
C 0.77224 -5.77209 -2.49015
C 2.02128 -6.04140 -3.03315
C 2.90443 -4.99690 -3.28819
C 2.54049 -3.69029 -2.99878
H -1.75463 4.11905 -1.27972
H -0.53141 6.03909 -2.24600
H 1.69656 5.67859 -3.32108
H 2.62936 3.39504 -3.39331
H 2.40735 1.06657 -3.25330
H -0.56156 -4.23411 -1.77094
H 0.07928 -6.58132 -2.29730
H 2.30643 -7.06189 -3.25907
H 3.87932 -5.20457 -3.71240
H 3.21221 -2.86154 -3.18992
O -2.82417 -0.41553 -0.62727
C -3.46995 -1.64167 -0.30766
C -2.68409 -2.56831 0.59961
C -3.25840 -3.71357 1.13531
C -2.43216 -4.62741 1.77373
C -1.06985 -4.38326 1.85701
C -0.59211 -3.18875 1.34859
N -1.39256 -2.30785 0.74908
H -3.04301 0.25485 0.06124
H -3.60093 -2.17054 -1.25111
H -4.45999 -1.45867 0.10976
H -4.32238 -3.89658 1.03008
H -2.84872 -5.53967 2.18476
H -0.39443 -5.09325 2.31624
H 0.46255 -2.94347 1.36759
C 0.10489 5.74775 1.56476
C -1.15156 4.93706 1.41947
C -2.36375 5.52779 1.09296
C -3.44392 4.67672 0.95357
N -3.36065 3.36329 1.14907
C -2.15618 2.88032 1.49814
S -2.06238 1.16104 1.85596
N -1.04296 3.62324 1.61390
H -0.11698 6.77881 1.83985
H 0.65247 5.75393 0.61665
H 0.73668 5.29568 2.32988
H -2.45535 6.59657 0.94916
H -4.42227 5.05364 0.66972
N 3.72579 -0.38307 1.11955
C 3.79535 -1.51263 1.32465
C 3.92048 -2.92107 1.61551
C 3.20382 -3.85604 0.87749
C 3.33603 -5.20377 1.16955
C 4.16371 -5.61431 2.20632
C 4.86689 -4.67644 2.95450
C 4.75513 -3.32902 2.65701
H 2.55411 -3.52731 0.08097
H 2.79490 -5.93256 0.57824
H 4.25844 -6.66761 2.43906
H 5.50541 -4.99630 3.76873
H 5.30624 -2.58693 3.21970
C 5.01344 3.69474 4.03235
C 4.93076 3.97220 2.53040
C 5.53022 2.82447 1.72138
C 3.49945 4.28474 2.06671
N 2.61138 3.12601 1.97550
C 2.03612 2.61776 0.89107
N 1.36848 1.55169 1.25091
N 1.53594 1.41318 2.58469
N 2.28674 2.35192 3.03328
H 6.05710 3.59391 4.33838
H 4.48764 2.77602 4.28794
H 4.56870 4.51060 4.60906
H 5.49881 4.88258 2.32160
H 5.00113 1.88826 1.90707
H 6.57768 2.67952 1.99559
H 5.48983 3.02676 0.64608
H 3.52704 4.70850 1.06423
H 3.04210 5.01310 2.73579
H 2.09549 3.03531 -0.10542
N -0.66495 -0.44721 5.35028
C 0.67598 -0.72061 5.51000
C 1.01754 -1.46936 4.42659
N -0.08083 -1.66004 3.60938
C -1.06959 -1.03175 4.19714
H -1.23110 0.11386 5.95797
H 1.24653 -0.34971 6.34533
H 1.98845 -1.86834 4.16734
H -2.07544 -0.94516 3.81096
```

Properties
Charge: 0
F_max in eV Å⁻¹: 0.5
HOMO in Eh: -0.274
Gap between HOMO and LUMO in Ha: 0.29130
Energy above the lowest of the compared OMol25 structures with the same formula, charge and spin in eV: 1.053